{"formula": "C57H159N9O18", "method": "ωB97M-V/def2-TZVPD", "homo_energy_ev": -8.5872, "e_tot_ev": -111945.7109, "charge": 0, "symbols": ["C", "C", "C", "O", "H", "H", "H", "H", "H", "H", "H", "H", "C", "C", "C", "O", "H", "H", "H", "H", "H", "H", "H", "H", "C", "C", "C", "O", "H", "H", "H", "H", "H", "H", "H", "H", "C", "C", "C", "O", "C", "N", "H", "H", "H", "H", "H", "H", "H", "H", "H", "H", "H", "C", "C", "C", "O", "C", "N", "H", "H", "H", "H", "H", "H", "H", "H", "H", "H", "H", "C", "C", "C", "O", "C", "N", "H", "H", "H", "H", "H", "H", "H", "H", "H", "H", "H", "C", "C", "C", "O", "C", "N", "H", "H", "H", "H", "H", "H", "H", "H", "H", "H", "H", "C", "C", "C", "O", "C", "N", "H", "H", "H", "H", "H", "H", "H", "H", "H", "H", "H", "C", "C", "C", "O", "C", "N", "H", "H", "H", "H", "H", "H", "H", "H", "H", "H", "H", "C", "C", "C", "O", "C", "N", "H", "H", "H", "H", "H", "H", "H", "H", "H", "H", "H", "C", "C", "C", "O", "C", "N", "H", "H", "H", "H", "H", "H", "H", "H", "H", "H", "H", "C", "C", "C", "O", "C", "N", "H", "H", "H", "H", "H", "H", "H", "H", "H", "H", "H", "C", "C", "O", "H", "H", "H", "H", "H", "H", "C", "C", "O", "H", "H", "H", "H", "H", "H", "C", "C", "O", "H", "H", "H", "H", "H", "H", "C", "C", "O", "H", "H", "H", "H", "H", "H", "C", "C", "O", "H", "H", "H", "H", "H", "H", "C", "C", "O", "H", "H", "H", "H", "H", "H"], "coordinates": [[-0.375663, 4.285393, 1.171651], [-1.790398, 3.677726, 1.075302], [-2.853290, 4.782982, 1.274010], [-1.928729, 2.916928, -0.113996], [-0.206870, 4.817893, 2.148165], [-0.168599, 5.023802, 0.335800], [0.426218, 3.491951, 1.114086], [-1.831673, 2.957062, 1.880631], [-2.930311, 5.400526, 0.420273], [-2.499307, 5.388455, 2.073370], [-3.849469, 4.458091, 1.610064], [-1.843581, 3.559401, -0.864286], [4.634928, -3.835553, 5.176977], [5.297823, -4.736231, 4.144965], [4.951896, -4.354968, 2.698959], [6.697181, -4.688168, 4.415692], [3.540003, -4.123089, 5.127575], [4.710527, -2.745628, 4.944723], [5.018244, -4.044833, 6.231189], [4.950860, -5.775645, 4.307283], [5.471186, -4.930360, 1.890232], [5.241165, -3.265309, 2.574634], [3.862851, -4.471026, 2.575234], [7.099014, -5.116306, 3.644979], [2.692768, -0.661226, 4.798812], [3.224479, 0.447296, 5.703872], [4.691582, 0.282719, 5.916839], [2.908822, 1.735851, 5.158565], [1.647046, -0.447448, 4.661061], [2.725620, -1.659864, 5.266903], [3.199601, -0.673851, 3.842742], [2.722054, 0.382508, 6.616574], [5.208585, 1.122010, 6.373460], [5.182936, 0.039798, 5.008922], [4.751603, -0.653871, 6.509185], [3.499521, 1.848240, 4.375064], [-3.144849, -6.696006, -0.814318], [-1.780116, -6.237581, -0.972181], [-1.489069, -4.891719, -0.508857], [-2.333363, -3.940909, -0.979741], [-2.239944, -2.728235, -0.210771], [-0.911998, -7.289929, -0.328214], [-3.855993, -5.857190, -1.057484], [-3.408669, -6.954464, 0.229368], [-3.333586, -7.585441, -1.432262], [-1.533145, -6.327121, -2.011866], [-0.403412, -4.615253, -0.680480], [-1.532636, -4.910244, 0.623864], [-2.977420, -1.988807, -0.435407], [-1.190771, -2.350005, -0.312393], [-2.324235, -3.002495, 0.854542], [0.035191, -7.168448, -0.584682], [-0.966226, -7.178820, 0.669870], [-3.525262, 2.102866, -4.077330], [-3.756712, 3.208417, -5.080597], [-4.631728, 4.241333, -4.455436], [-4.969572, 5.223856, -5.419660], [-5.941715, 6.145297, -5.024949], [-2.539894, 3.886592, -5.449940], [-4.506700, 1.811370, -3.705556], [-2.888136, 2.389917, -3.282306], [-2.904435, 1.308318, -4.547593], [-4.364750, 2.732620, -5.865684], [-4.130165, 4.690130, -3.569014], [-5.595840, 3.813705, -4.100545], [-6.877491, 5.660563, -4.802448], [-6.058916, 6.839914, -5.834243], [-5.554397, 6.594303, -4.066693], [-1.956264, 3.254223, -5.917601], [-2.693151, 4.742362, -6.007978], [5.500637, 4.420591, 3.076783], [4.115804, 4.083089, 2.527577], [3.727871, 4.803246, 1.212389], [4.483233, 4.399725, 0.025035], [3.930827, 4.895073, -1.176774], [3.787003, 2.611284, 2.494263], [5.431763, 5.442824, 3.366363], [6.173403, 4.405892, 2.230520], [5.846225, 3.825394, 3.890643], [3.332400, 4.433394, 3.237885], [3.823016, 5.887558, 1.465275], [2.658144, 4.588065, 0.971022], [4.115473, 5.985985, -1.264735], [2.841307, 4.701926, -1.253501], [4.414608, 4.478312, -2.058470], [4.256944, 2.022257, 1.775525], [2.824462, 2.398736, 2.320032], [-6.052147, 1.886801, -0.684759], [-5.762670, 0.682020, 0.265073], [-5.435404, -0.487743, -0.648861], [-6.615501, -0.752310, -1.389996], [-6.408584, -1.860180, -2.251419], [-4.648193, 0.968123, 1.219310], [-6.611648, 1.474506, -1.573301], [-5.177582, 2.468845, -1.033234], [-6.797458, 2.608535, -0.272400], [-6.676660, 0.469066, 0.819204], [-5.312204, -1.287664, 0.082744], [-4.550660, -0.332018, -1.271023], [-7.254723, -2.020602, -2.866130], [-6.223561, -2.798929, -1.691021], [-5.561514, -1.680731, -2.914248], [-3.747824, 0.977504, 0.714514], [-4.779663, 1.738740, 1.823649], [-1.297846, -1.100107, 5.470439], [-2.697698, -1.634419, 5.882169], [-3.483640, -1.597564, 4.605795], [-4.762842, -2.139707, 4.868006], [-5.363604, -2.482671, 3.579906], [-2.574619, -3.049303, 6.355118], [-0.734156, -0.807686, 6.338129], [-1.406651, -0.168983, 4.919459], [-0.624005, -1.763799, 4.950192], [-3.185175, -0.993308, 6.636979], [-3.007239, -2.263727, 3.874034], [-3.631530, -0.587770, 4.255297], [-4.713490, -3.189005, 3.004209], [-5.503670, -1.545658, 2.992224], [-6.338223, -3.018614, 3.783303], [-3.521673, -3.414051, 6.439105], [-2.116682, -3.134613, 7.230906], [4.009331, -3.555183, -3.532815], [3.152689, -3.400996, -2.299620], [1.696988, -3.374570, -2.653847], [1.424333, -4.717253, -3.036678], [0.265535, -4.862176, -3.847385], [3.374580, -4.546046, -1.346419], [4.930590, -3.014074, -3.371111], [3.510348, -3.135530, -4.366249], [4.179870, -4.659667, -3.653619], [3.523720, -2.457678, -1.859579], [1.348606, -2.639440, -3.395669], [1.087786, -3.304589, -1.681746], [0.362488, -4.254708, -4.782839], [-0.642681, -4.622824, -3.303967], [0.251575, -5.900417, -4.131833], [4.243059, -4.451594, -0.897337], [3.368454, -5.451665, -1.791827], [6.090238, -0.387701, -1.491950], [5.507294, 1.004009, -1.344085], [4.048596, 1.062021, -1.568703], [3.613844, 0.687913, -2.870187], [4.030121, 1.494616, -3.903072], [5.863710, 1.544093, -0.059449], [7.204229, -0.374903, -1.391319], [5.794331, -0.829761, -2.434392], [5.743365, -1.104784, -0.688429], [5.932552, 1.626950, -2.165727], [3.580012, 2.056288, -1.356117], [3.563931, 0.378480, -0.921447], [5.078806, 1.813074, -3.808606], [3.379422, 2.336404, -4.050485], [3.966947, 0.841461, -4.784853], [6.817933, 1.265984, 0.160803], [5.873828, 2.536878, -0.056383], [1.525249, -1.215530, -7.746002], [0.127357, -1.208287, -7.140403], [-0.112166, -0.384204, -5.932130], [0.172943, -1.193209, -4.765386], [-0.116180, -0.457837, -3.496785], [-0.683815, -0.555187, -8.211868], [1.526952, -1.885907, -8.586984], [2.259233, -1.482332, -7.043985], [1.871331, -0.204181, -8.133289], [-0.186445, -2.231705, -6.931382], [-1.174717, -0.274372, -5.970909], [0.312434, 0.606091, -5.888341], [0.566806, 0.397625, -3.428797], [0.186490, -1.065374, -2.643031], [-1.158061, -0.122923, -3.413967], [-0.513527, -0.907772, -9.163997], [-1.667647, -0.687915, -8.052310], [0.411198, 3.631044, -3.088314], [-0.147967, 4.932388, -2.475636], [0.241609, 6.221089, -3.201988], [1.651282, 6.526936, -3.089611], [2.070066, 7.626550, -3.948663], [-1.593545, 4.957031, -2.345808], [0.158852, 3.330408, -4.109151], [0.218173, 2.734478, -2.500450], [1.503354, 3.680472, -3.056882], [0.243495, 5.039187, -1.472474], [-0.284644, 7.047810, -2.657991], [-0.033750, 6.257868, -4.267533], [3.071386, 7.739413, -3.558469], [1.367440, 8.480105, -3.743859], [2.122717, 7.332836, -5.006562], [-1.919360, 5.804006, -1.926169], [-2.073852, 4.873151, -3.247977], [2.212823, -7.943403, 3.210429], [1.104282, -6.948680, 3.590945], [0.393896, -6.328865, 2.545523], [2.424610, -8.568379, 4.117585], [3.133166, -7.427804, 2.809021], [1.786854, -8.618042, 2.445607], [1.390341, -6.226606, 4.343513], [0.375495, -7.419491, 4.193598], [1.044787, -5.724956, 2.100826], [1.393082, 4.997111, 5.897196], [0.251341, 4.043789, 5.558180], [0.488850, 3.259639, 4.386155], [2.292732, 4.499988, 5.995933], [1.229175, 5.487504, 6.843336], [1.438407, 5.811563, 5.138349], [-0.668840, 4.618854, 5.380629], [-0.008926, 3.405729, 6.416011], [1.209934, 2.663581, 4.547767], [-3.847325, -2.531583, -5.592021], [-2.745463, -3.128604, -4.742800], [-2.579454, -2.313925, -3.558742], [-4.683281, -2.299492, -5.031331], [-4.167869, -3.184838, -6.393517], [-3.451403, -1.633116, -6.110692], [-1.775127, -3.089883, -5.224700], [-3.026893, -4.114213, -4.463306], [-2.380404, -2.887291, -2.811195], [1.040762, -2.985751, 2.875074], [1.796186, -3.178339, 1.556901], [1.840885, -4.555633, 1.285757], [-0.000513, -3.247347, 2.747006], [1.136058, -2.003887, 3.246640], [1.467921, -3.719763, 3.586324], [2.786376, -2.775748, 1.595321], [1.316265, -2.612252, 0.715004], [2.435492, -4.644374, 0.553108], [-3.919046, 2.363396, 6.014378], [-4.752427, 2.791741, 4.786927], [-4.653332, 4.172061, 4.521008], [-2.840768, 2.594876, 5.992358], [-4.016853, 1.284166, 6.191662], [-4.407075, 2.841953, 6.918005], [-5.762295, 2.394542, 4.952802], [-4.393544, 2.374882, 3.831360], [-4.600683, 4.661220, 5.344824], [0.533725, 0.351118, 1.837276], [-0.055145, 0.103020, 0.467641], [-1.455577, 0.147526, 0.463288], [1.599620, 0.292240, 1.675728], [0.237135, -0.354216, 2.632720], [0.292639, 1.329196, 2.221638], [0.353349, -0.834174, -0.002514], [0.280389, 0.908278, -0.188293], [-1.691089, 1.053614, 0.235676]], "forces_ev_per_angstrom": [[1.0, 0.5, -0.1], [0.5, 0.6, 0.4], [0.1, -1.5, 0.7], [-0.1, 0.6, -0.6], [-0.3, -0.5, -0.9], [-0.4, -0.7, 1.0], [-0.9, 0.6, 0.0], [-0.3, -0.2, 0.3], [-0.2, 0.6, -1.1], [0.3, 0.7, 0.7], [0.3, -0.3, -0.5], [-0.2, -0.5, 0.1], [-1.2, -0.3, 0.5], [0.2, -0.4, 0.2], [0.3, 1.2, 0.0], [0.2, -0.2, -0.9], [1.0, 0.6, 0.4], [0.2, -0.9, 0.1], [-0.5, 0.3, -1.5], [0.0, 0.3, 0.1], [-0.3, 0.2, 0.9], [-0.4, -1.1, -0.1], [0.4, 0.1, -0.1], [0.3, 0.1, 0.4], [-0.3, -0.1, 0.8], [0.3, 0.3, -1.8], [0.0, -1.1, 1.1], [0.4, -0.2, -0.4], [-0.5, 0.1, -0.4], [0.3, 0.4, -0.2], [0.2, -0.1, -0.3], [-0.9, 0.1, 1.6], [-0.2, 0.0, 0.3], [0.5, 0.0, -1.1], [0.5, 0.6, 0.1], [-0.5, 0.3, 0.1], [-3.3, 0.4, 0.5], [2.2, -2.7, -0.4], [2.6, 0.7, 3.1], [-1.7, 2.1, -0.9], [1.9, -1.2, 0.8], [-1.4, 0.7, -0.5], [0.5, -0.9, -0.2], [0.4, 0.0, -0.3], [-0.1, 0.4, 0.2], [0.1, 0.2, -0.9], [-0.8, -0.3, -0.2], [-0.1, 0.0, -0.7], [-0.4, 0.2, -0.7], [-0.9, 0.1, -0.1], [-0.2, 0.2, -0.2], [1.2, 0.2, -0.2], [0.1, 0.0, 0.5], [0.6, -0.6, -1.0], [-0.8, 0.2, 0.5], [-1.7, 0.7, 0.7], [0.8, -0.5, -0.8], [1.2, -0.1, 1.6], [-0.4, 1.2, 0.2], [0.3, -0.7, 0.0], [0.4, 0.8, 1.2], [-1.0, -0.1, 0.1], [0.4, 0.4, -0.5], [-0.2, 0.0, -0.4], [0.5, -0.1, 0.0], [-0.6, -0.3, 0.1], [-0.1, 0.5, -0.1], [-0.7, 0.3, -0.8], [1.2, -0.7, -1.0], [-0.1, -1.0, 0.3], [-0.9, 0.1, -1.7], [-1.9, -1.7, -0.3], [-0.1, 0.0, -0.4], [-0.1, 0.0, 1.2], [-0.4, 1.0, 0.0], [1.6, -0.6, -0.3], [0.2, 0.9, 0.5], [0.6, -0.3, 0.0], [0.0, -0.6, 0.5], [0.6, 0.2, -0.3], [0.1, -0.4, -0.8], [0.6, 0.2, 0.4], [-0.4, -0.3, 0.2], [0.4, 0.1, 0.1], [0.2, -0.5, 0.3], [0.3, 1.0, 0.5], [-0.8, 0.6, 0.1], [-1.7, 0.2, -0.6], [1.1, 2.6, -0.7], [-1.1, -0.3, 1.8], [0.4, -0.5, -0.6], [0.9, -0.2, 0.7], [0.0, -2.3, -1.6], [0.7, 0.5, 0.6], [-0.2, -0.6, 0.3], [0.7, -0.3, 0.1], [0.1, -0.2, 0.0], [0.6, -0.7, -0.4], [0.0, 0.0, -0.1], [-1.1, 0.1, -0.5], [0.0, 0.4, -0.1], [0.3, 0.0, 0.0], [-0.8, 0.4, 0.7], [-0.2, 0.9, 0.2], [-0.4, 0.8, 1.1], [1.7, -0.8, -0.2], [-0.8, -1.1, 0.7], [-1.0, -0.8, -1.6], [-0.5, -0.3, 0.8], [-1.0, 0.9, -1.5], [0.3, 0.1, 0.7], [0.0, 0.1, -0.3], [-0.4, -0.6, -0.4], [0.3, 0.0, -0.2], [0.3, 0.5, -0.1], [0.4, 0.5, -0.4], [-0.3, 0.6, 0.5], [-0.1, -0.7, 0.2], [1.0, 0.8, -0.2], [0.2, -0.1, 0.1], [0.4, 0.2, 0.8], [0.5, -1.6, 0.5], [0.8, -0.3, 0.5], [-1.7, -0.9, 2.2], [-0.3, -0.1, -1.1], [1.0, 0.4, -0.5], [-1.2, 1.1, 0.1], [0.5, -0.2, -0.2], [-0.4, 0.3, -1.1], [0.1, 1.2, -0.5], [-0.8, -0.4, 0.5], [0.5, -0.3, 0.1], [0.7, 0.8, -1.1], [-0.3, -0.2, 0.7], [-0.2, 0.3, 0.1], [-0.2, -0.4, -0.1], [1.4, 0.2, 0.5], [-0.3, 0.1, -0.4], [0.3, -1.0, 1.0], [1.5, 0.5, -1.2], [-2.0, 1.1, -0.5], [0.1, -1.1, 1.2], [0.8, -0.6, -1.3], [0.4, -0.7, 0.9], [-0.8, 0.1, -0.3], [0.1, -0.1, -0.3], [0.1, 0.9, -0.6], [0.2, -0.4, 0.4], [0.8, -0.3, 0.1], [-0.6, -0.8, 0.8], [-0.3, 0.1, -0.1], [-0.3, 0.7, 0.0], [0.1, 0.4, -0.1], [-0.2, -0.1, 0.1], [-0.4, 1.1, 0.0], [-0.1, 1.6, -0.4], [0.6, 0.8, -2.6], [-0.5, -1.4, 1.8], [-0.2, 1.5, 1.3], [0.9, -0.1, -1.3], [-0.1, -0.3, -0.3], [0.2, -0.4, -0.3], [1.0, -0.8, 1.0], [-0.9, -1.0, 0.5], [0.0, -0.1, 0.1], [-1.1, 0.6, 0.4], [0.7, 0.3, -0.1], [-0.1, 0.2, -0.3], [-0.4, -0.4, -0.3], [0.2, -0.4, -0.2], [0.2, 0.0, 0.8], [-0.4, 0.0, 0.1], [0.7, -0.2, 0.3], [0.1, 0.2, -1.1], [1.1, 1.2, 0.3], [-0.7, -0.3, -0.8], [-0.9, -1.0, 1.5], [-0.8, -1.3, -0.3], [-0.4, 0.7, 0.0], [-0.5, 0.1, 0.4], [0.0, 0.3, -0.1], [0.3, -0.2, 0.2], [0.1, -0.4, -0.6], [-0.2, -0.3, 0.2], [0.3, 0.9, -0.3], [1.0, -0.4, -0.5], [-0.3, 0.1, 0.2], [0.0, 0.6, 0.3], [0.4, -0.2, 0.2], [-0.2, 0.2, 0.1], [0.0, 0.1, 0.3], [1.0, 0.1, -0.4], [0.2, 0.6, -0.8], [-0.9, -0.7, 0.5], [0.4, 0.3, 0.2], [1.0, 0.8, 0.0], [-1.1, -1.3, 0.3], [-0.9, -0.4, 0.1], [-2.0, 1.3, -0.9], [-0.3, 0.0, 0.1], [-0.9, 1.0, 0.0], [2.0, -1.1, -0.1], [-0.3, 0.2, 0.5], [0.2, -0.7, 0.3], [0.2, -0.1, -0.2], [0.3, -0.1, -0.1], [0.9, -0.7, 0.5], [2.3, 0.3, -1.8], [0.0, 1.4, 0.7], [-0.4, -0.1, -0.4], [-1.7, 0.6, 1.3], [0.1, -0.4, -0.2], [-0.4, -0.2, 0.5], [0.1, -0.4, -0.5], [0.0, -1.1, 0.3], [0.0, -0.2, 0.2], [0.7, -1.7, -0.7], [-1.4, 1.0, -0.1], [-0.2, 0.2, 0.4], [-0.3, 0.0, 0.0], [0.1, 0.9, 0.4], [-0.2, 0.5, -0.1], [0.9, 0.3, 0.3], [0.0, -0.6, 0.6], [0.6, -0.5, -1.5], [-0.7, 0.2, 0.6], [1.2, -0.8, -0.1], [-0.4, 0.5, 0.1], [-0.5, 0.2, -0.2], [0.0, 0.2, -0.2], [0.7, -0.3, -0.8], [-0.2, 0.5, -0.1], [0.0, -0.4, 0.6], [-0.1, 0.0, 0.2], [0.0, -0.6, 0.2], [0.4, 0.1, -0.4], [-0.5, -0.7, 0.0], [0.7, 0.0, 0.4], [0.0, 0.1, -0.7], [-0.2, 0.6, 0.0], [-0.7, 0.5, 0.6], [0.4, 0.1, -0.2], [-0.1, 0.4, -0.2]]}